[1]
Density functional theory data (ωB97M-V/def2-TZVPD) for C31H38BF4GeLuN4O3S2 as an isolated structure in a non-equilibrium geometry.

Cartesian coordinates (Å):
Lu 0.63270 -0.04980 0.45100
O 1.08130 0.88940 2.64220
S 0.23640 2.07250 2.49290
O 0.90140 3.34500 2.50540
N -0.59860 1.71920 1.19020
C -1.54390 2.51030 0.62380
C -1.92300 3.76950 1.06000
C -2.89930 4.49560 0.37510
C -3.52710 3.98110 -0.72990
C -3.18790 2.69450 -1.19250
C -3.79650 2.09880 -2.31380
C -3.40210 0.85000 -2.70650
C -2.40750 0.18870 -1.97030
N -1.81520 0.69810 -0.91210
C -2.18860 1.94140 -0.52250
C -0.87430 1.99440 3.90120
C -0.40960 2.47780 5.10920
C -1.19740 2.34800 6.24050
C -2.43600 1.73290 6.14430
C -2.89180 1.24140 4.93140
C -2.10270 1.36810 3.79880
H -1.42980 4.19150 1.92330
H -3.15860 5.48160 0.73310
H -4.28200 4.54770 -1.25830
H -4.56420 2.64870 -2.84030
H -3.83980 0.37150 -3.56850
H -2.07590 -0.79720 -2.27040
H 0.56710 2.93510 5.13500
H -0.84710 2.71690 7.19420
H -3.04820 1.62740 7.02670
H -3.85510 0.75610 4.87560
H -2.40980 0.97790 2.84040
C 0.10410 -1.49660 4.20800
C -0.40520 -2.04630 2.91080
O -0.73480 -1.30710 1.97960
C -0.51390 -3.51230 2.78820
C -1.33390 -4.04850 1.79070
C -1.47800 -5.41640 1.66290
C -0.79500 -6.26450 2.52090
C 0.04220 -5.74390 3.49570
C 0.18640 -4.37730 3.63200
H -0.22870 -0.46910 4.32530
H 1.19310 -1.46720 4.15010
H -0.20370 -2.10340 5.05520
H -1.85710 -3.36980 1.13340
H -2.13270 -5.81460 0.90070
H -0.90960 -7.33250 2.42420
H 0.58430 -6.40790 4.14940
H 0.86330 -3.97630 4.37040
S 0.89180 1.84170 -1.95680
C 2.42820 1.35750 -2.46330
N 3.34870 2.27630 -2.77160
C 4.70830 1.94360 -3.13900
C 5.06390 0.57550 -2.57020
C 4.00510 -0.43890 -2.98860
N 2.69580 0.06230 -2.63040
H 3.08890 3.23560 -2.60470
H 5.38110 2.70490 -2.74130
H 4.80190 1.92510 -4.23130
H 5.07940 0.62970 -1.48320
H 6.04230 0.25700 -2.92450
H 4.16480 -1.38680 -2.47250
H 4.04320 -0.61100 -4.07200
H 1.97420 -0.58900 -2.33740
C 2.23080 -4.55420 -2.49330
Ge 0.73310 -3.26090 -2.10710
C -0.87250 -4.43770 -1.88320
C 0.53910 -2.17790 -3.78540
C 1.17550 -2.18710 -0.52500
H 2.02660 -5.15360 -3.37560
H 2.37450 -5.22860 -1.65530
H 3.16970 -4.03110 -2.65090
H -0.98000 -5.09580 -2.74140
H -1.79760 -3.88240 -1.76550
H -0.73720 -5.06190 -1.00280
H 0.04400 -2.76370 -4.55430
H 1.51260 -1.89860 -4.17700
H -0.03510 -1.26860 -3.63100
H 2.27090 -2.08930 -0.61390
H 1.05690 -2.91090 0.30240
F 2.66690 0.96470 0.48450
B 3.51670 -0.05710 1.10350
F 4.38580 0.45290 1.98050
F 4.11200 -0.70620 0.05700
F 2.57500 -0.96120 1.68830

Computed properties:
Calculated total energy, Ha: -6182.37886
ΔE to the lowest compared entry with this formula, charge and spin, kcal/mol: 0.56
Gap between HOMO and LUMO, eV: 7.4

Here are the Löwdin charges for atoms 1 to 5, given in e: number 1, Lu, carries 1.677; number 2, O, carries -0.388; number 3, S, carries 0.601; number 4, O, carries -0.259; number 5, N, carries -0.275

---

[2]
Density functional theory data (ωB97M-V/def2-TZVPD) for CH7N5O as an isolated structure in a non-equilibrium geometry.

Cartesian coordinates (Å):
C 1.16873 -0.00143 -0.39309
N -1.57196 -0.55234 -0.24740
N 1.80618 1.19875 -0.12888
N 1.49457 -1.04129 0.35855
N -2.80655 -0.17931 0.05100
N -0.67271 0.36795 -0.13958
O -0.96955 1.57409 0.14472
H 1.18582 -0.19481 -1.46249
H 1.36451 1.97867 -0.51814
H 2.28862 1.27416 0.78608
H 1.01922 -1.86446 -0.10758
H 1.42803 -1.00192 1.33950
H -3.26706 0.78335 -0.00753
H -3.61366 -0.77794 0.02254

Computed properties:
Calculated total energy, Ha: -391.18153
ΔE to the lowest compared entry with this formula, charge and spin, kcal/mol: 43.57
Gap between HOMO and LUMO, eV: 8.6

Here are the Löwdin charges for atoms 1 to 5, given in e: number 1, C, carries -0.383; number 2, N, carries -0.077; number 3, N, carries 0.093; number 4, N, carries 0.091; number 5, N, carries -0.030

---

[3]
Density functional theory data (ωB97M-V/def2-TZVPD) for C3H3MgO3 as an isolated structure in a non-equilibrium geometry.

Cartesian coordinates (Å):
O 1.11507 -1.36735 0.27003
O 2.69399 -2.77861 1.20716
C 1.85947 -2.10865 0.78835
Mg -3.11107 1.37523 -3.87266
O -0.36919 0.59946 -1.65771
C -0.32359 0.98511 -0.58632
H -1.10484 1.62066 0.69469
C -0.29855 0.66127 0.81686
H -1.05828 -0.09445 1.06506
H 0.59698 1.10733 1.27453

Computed properties:
Charge: +2
Calculated total energy, Ha: -541.16256
ΔE to the lowest compared entry with this formula, charge and spin, kcal/mol: 0.00
Gap between HOMO and LUMO (spin up / spin down), eV: 7.1 / 8.8
Multiplicity: 2

Here are the Löwdin charges for atoms 1 to 5, given in e: number 1, O, carries 0.140; number 2, O, carries 0.291; number 3, C, carries -0.349; number 4, Mg, carries 1.041; number 5, O, carries 0.300

---

[4]
Density functional theory data (ωB97M-V/def2-TZVPD) for one molecule with the formula C5H9N in a non-equilibrium geometry.

Cartesian coordinates (Å):
C 0.62239 0.90570 0.59928
C -1.14758 0.44122 -0.72584
C 0.03302 -0.54525 -0.90447
C 1.06475 1.82081 1.61228
C -0.44004 -2.06794 -0.79507
N 0.89789 -0.20441 0.17377
H -1.62603 0.25838 0.20755
H -1.80146 0.73253 -1.50120
H 0.49488 -0.28526 -1.78874
H 0.11920 2.38342 1.95572
H 1.85351 2.63020 1.13863
H 1.57752 1.25724 2.26807
H -1.30034 -2.08319 -0.20834
H 0.20369 -2.61955 -0.21929
H -0.55140 -2.62390 -1.81235

Computed properties:
Calculated total energy, Ha: -250.48533
ΔE to the lowest compared entry with this formula, charge and spin, kcal/mol: 113.96
Gap between HOMO and LUMO (spin up / spin down), eV: 8.4 / 8.1

Here are the Löwdin charges for atoms 1 to 5, given in e: number 1, C, carries -0.182; number 2, C, carries 0.048; number 3, C, carries -0.419; number 4, C, carries -0.066; number 5, C, carries -0.040

---

[5]
Density functional theory data (ωB97M-V/def2-TZVPD) for C11H19IrNOP as an isolated structure in a non-equilibrium geometry.

Cartesian coordinates (Å):
C -4.51969 -1.10533 -0.18057
C -4.17114 -1.91115 0.94486
C -3.79799 -1.02858 2.01204
C -4.24656 0.28538 1.67399
C -4.54172 0.28041 0.27025
Ir -0.31617 0.33870 -1.30847
P -1.34455 0.20316 -3.08117
H -4.72929 -1.43970 -1.19902
H -4.14832 -2.99673 0.98156
H -3.34237 -1.31885 2.96285
H -4.75187 1.13913 -0.36900
H -4.20013 1.16341 2.31354
H -2.32705 1.22123 -3.30095
H -2.20986 -0.93867 -3.10320
H -0.66934 0.12297 -4.32254
O -0.07164 -0.06001 0.58059
C 1.04008 0.51189 0.73437
C 1.96769 0.27676 1.84572
C 2.97164 -0.79602 1.41683
C 3.94933 -0.24157 0.38024
C 3.32264 0.05719 -0.98695
C 2.62864 1.40051 -1.08602
N 1.27876 1.33104 -0.35280
H 2.45430 1.22960 2.09052
H 1.37868 -0.03540 2.71529
H 3.50817 -1.17640 2.29478
H 2.41438 -1.64863 1.00000
H 4.42781 0.66569 0.77280
H 4.74887 -0.97896 0.23822
H 4.12380 0.05933 -1.74266
H 2.62832 -0.74638 -1.29020
H 3.19967 2.22866 -0.64834
H 2.35417 1.61676 -2.12567
H 0.99075 2.29054 -0.13089

Computed properties:
Calculated total energy, Ha: -1005.93078
ΔE to the lowest compared entry with this formula, charge and spin, kcal/mol: 10.80
Gap between HOMO and LUMO (spin up / spin down), eV: 5.7 / 6.4
Multiplicity: 5

Here are the Löwdin charges for atoms 1 to 5, given in e: number 1, C, carries -0.101; number 2, C, carries -0.104; number 3, C, carries -0.067; number 4, C, carries -0.119; number 5, C, carries -0.072

---

[6]
Density functional theory data (ωB97M-V/def2-TZVPD) for a 2-piece molecular cluster, CH5BrN overall in a non-equilibrium geometry.

Cartesian coordinates (Å):
C -0.60654 1.03395 -0.29296
N 0.45463 0.34427 -0.13934
Br 0.25279 -2.77883 0.66024
H -0.96055 1.78765 0.39355
H -1.43620 0.73797 -0.87259
H 0.38459 -1.36162 0.51179
H 0.75679 -0.52304 -0.65842
H 1.15451 0.75966 0.39773

Computed properties:
Charge: +1
Calculated total energy, Ha: -2669.53250
ΔE to the lowest compared entry with this formula, charge and spin, kcal/mol: 28.83
Gap between HOMO and LUMO, eV: 8.4

Here are the Löwdin charges for atoms 1 to 5, given in e: number 1, C, carries 0.203; number 2, N, carries 0.145; number 3, Br, carries 0.481; number 4, H, carries 0.140; number 5, H, carries 0.121